Entry 1:
{
  "formula": "C24H45ClLaO4P2",
  "method": "ωB97M-V/def2-TZVPD",
  "species": ["La", "C", "C", "C", "C", "C", "C", "H", "H", "H", "C", "H", "H", "H", "C", "H", "H", "H", "C", "H", "H", "H", "C", "H", "H", "H", "C", "C", "C", "C", "C", "C", "C", "C", "H", "H", "H", "H", "H", "H", "H", "H", "H", "H", "H", "H", "P", "C", "H", "H", "H", "C", "H", "H", "H", "C", "H", "H", "H", "P", "C", "H", "H", "H", "C", "H", "H", "H", "C", "H", "H", "H", "O", "Cl", "O", "O", "O"],
  "xyz": [[0.24129, 0.03743, 0.22474], [-1.76728, 1.56625, 0.85904], [-2.30343, 0.70277, -0.09859], [-2.12958, -0.56744, 1.81118], [-1.49248, 0.80417, 2.16579], [-2.46179, -0.61258, 0.48587], [-1.76926, 3.05584, 0.71969], [-1.40990, 3.36774, -0.27161], [-1.13298, 3.55532, 1.44437], [-2.78012, 3.48896, 0.81791], [-1.84808, 1.58472, 3.42591], [-1.65293, 2.64704, 3.27953], [-1.08708, 1.26333, 4.13781], [-2.83565, 1.39119, 3.83860], [-2.24923, -1.66835, 2.76829], [-3.30344, -1.80801, 3.04818], [-1.70052, -1.42226, 3.67424], [-1.84382, -2.61273, 2.38285], [-3.15034, -1.81411, -0.11662], [-4.22573, -1.67721, 0.05535], [-2.85432, -2.74149, 0.37979], [-2.97788, -1.94755, -1.19222], [-2.95383, 1.17067, -1.37810], [-3.90550, 1.61931, -1.06351], [-3.13813, 0.36703, -2.09955], [-2.37425, 1.94106, -1.90277], [1.58100, 0.45981, -2.67400], [0.56274, 1.32947, -2.82588], [-0.03708, 1.59295, -4.17821], [-0.91687, 0.44624, -4.77516], [-1.02790, -0.83205, -3.98227], [-0.00401, -1.66979, -3.88282], [1.32872, -1.35996, -4.52039], [2.19215, -0.23671, -3.85608], [0.74198, 1.83317, -4.92067], [-0.49514, 0.20734, -5.76296], [-0.66096, 2.49706, -4.11713], [2.47128, 0.47997, -4.64729], [2.00296, 0.16014, -1.69856], [0.07044, 1.85046, -1.98850], [3.13957, -0.69621, -3.53727], [1.93179, -2.27971, -4.53632], [-0.05273, -2.62249, -3.33257], [1.17450, -1.07022, -5.57146], [-1.92519, 0.84945, -4.95039], [-2.00095, -1.00519, -3.49783], [1.87120, 1.95717, 1.37146], [1.43978, 2.72663, 2.94552], [2.32407, 3.34670, 3.16294], [1.27534, 1.95507, 3.73876], [0.51185, 3.32030, 2.83090], [3.53290, 1.26289, 1.58325], [4.08420, 2.11927, 2.00952], [3.92719, 0.94896, 0.59466], [3.49431, 0.39363, 2.27531], [2.01184, 3.39501, 0.28474], [2.45269, 3.08207, -0.68010], [2.66366, 4.05802, 0.87929], [1.00494, 3.82987, 0.11747], [1.05105, -2.55097, 0.49979], [-0.22535, -3.76473, 0.02682], [0.37273, -4.59423, -0.38076], [-0.94821, -3.36064, -0.71504], [-0.75744, -4.03595, 0.96330], [2.69818, -2.70254, -0.28496], [2.60369, -2.78514, -1.38487], [3.12513, -3.59284, 0.20747], [3.30350, -1.80222, -0.03438], [1.42522, -3.23736, 2.12174], [1.63866, -4.28785, 1.85589], [0.54960, -3.12928, 2.78868], [2.29005, -2.71112, 2.56407], [1.12959, -1.63645, 4.73110], [0.30905, -0.40152, 4.71581], [-0.97872, -0.62251, 5.47469], [1.01341, 0.78798, 5.33201], [-0.16416, 0.40693, 2.26446]],
  "lowdin_charge": [1.667, -0.267, -0.313, -0.163, -0.532, -0.291, -0.025, 0.080, 0.061, 0.118, 0.044, 0.078, 0.041, 0.112, 0.009, 0.127, 0.049, 0.077, -0.020, 0.109, 0.066, 0.074, -0.002, 0.114, 0.070, 0.076, -0.163, -0.138, -0.159, -0.159, -0.117, -0.115, -0.163, -0.163, 0.121, 0.114, 0.113, 0.122, 0.043, 0.074, 0.110, 0.111, 0.104, 0.115, 0.114, 0.094, 0.675, -0.219, 0.066, 0.024, 0.051, -0.245, 0.059, 0.046, 0.067, -0.262, 0.046, 0.057, 0.042, 0.659, -0.250, 0.062, 0.028, 0.058, -0.251, 0.046, 0.059, 0.048, -0.264, 0.067, 0.046, 0.064, -0.487, 0.803, -0.485, -0.489, -0.536],
  "de_lowest_kcal_mol": 9.7,
  "total_charge": 1,
  "gap_ev": 5.82,
  "e_tot_ev": -65752.355,
  "multiplicity": 1,
  "e_lumo_ev": -3.8,
  "e_homo_ev": -9.65
}


Entry 2:
{
  "formula": "C24H45F6N2O38S10",
  "method": "ωB97M-V/def2-TZVPD",
  "species": ["O", "S", "O", "F", "C", "C", "N", "C", "F", "F", "C", "F", "F", "F", "C", "C", "N", "H", "H", "H", "H", "H", "H", "H", "H", "H", "C", "C", "O", "S", "O", "O", "O", "H", "H", "H", "H", "C", "C", "O", "S", "O", "O", "O", "H", "H", "H", "H", "C", "C", "O", "S", "O", "O", "O", "H", "H", "H", "H", "C", "C", "O", "S", "O", "O", "O", "H", "H", "H", "H", "C", "C", "O", "S", "O", "O", "O", "H", "H", "H", "H", "C", "C", "O", "S", "O", "O", "O", "H", "H", "H", "H", "C", "C", "O", "S", "O", "O", "O", "H", "H", "H", "H", "C", "C", "O", "S", "O", "O", "O", "H", "H", "H", "H", "C", "C", "O", "S", "O", "O", "O", "H", "H", "H", "H"],
  "xyz": [[-3.45963, 2.56344, 1.19448], [-3.34248, 2.81963, -0.31596], [-2.08159, 3.56218, -0.73155], [-4.65988, 3.88165, -0.69008], [-3.64138, 1.23041, -1.31960], [-2.31371, 0.68149, -2.06423], [-1.41219, -0.19823, -1.23767], [-0.40875, 0.50974, -0.38100], [-0.93593, 1.01160, 0.88764], [0.20567, 1.68306, -1.03009], [0.88393, -0.42988, 0.04816], [0.61483, -1.26527, 1.20815], [1.89908, 0.54340, 0.50311], [1.48654, -1.12364, -1.06998], [-2.23238, -1.25776, -0.49930], [-3.51382, -0.67280, 0.29627], [-4.41421, 0.19122, -0.54407], [-4.37110, 1.57732, -2.17821], [-2.69813, 0.00250, -2.94745], [-1.79959, 1.58321, -2.57230], [-0.85079, -0.75631, -1.93959], [-2.66161, -1.94638, -1.35345], [-1.59821, -1.95240, 0.17208], [-4.17147, -1.58912, 0.65261], [-3.22943, -0.10372, 1.27820], [-5.03066, 0.73565, 0.10091], [-1.63781, 8.43246, -0.84835], [-1.30464, 8.20120, 0.61980], [-1.58037, 6.81934, 0.85064], [-1.27705, 5.98407, -0.51127], [0.04132, 5.41602, -0.40695], [-2.44209, 5.20215, -0.83620], [-1.20270, 7.25274, -1.52678], [-2.71835, 8.53246, -0.99754], [-1.13292, 9.31275, -1.25212], [-1.89891, 8.82913, 1.28509], [-0.24071, 8.37028, 0.81438], [2.89006, -5.91790, -0.65633], [2.87576, -4.68950, -1.55645], [1.77026, -4.88756, -2.43746], [0.60972, -5.71550, -1.65319], [-0.35877, -4.77252, -1.15706], [0.25081, -6.85760, -2.44748], [1.51542, -6.21775, -0.40187], [3.33899, -6.77886, -1.16818], [3.42043, -5.73648, 0.28048], [3.80311, -4.57610, -2.12051], [2.68807, -3.77860, -0.97868], [4.60033, 2.91501, 1.23407], [4.61808, 1.66391, 0.36451], [5.96694, 1.53923, -0.08077], [6.96048, 2.11705, 1.07159], [7.44290, 1.00666, 1.84718], [7.83134, 3.08984, 0.47429], [5.83472, 2.89767, 1.94926], [4.57450, 3.82106, 0.62098], [3.75749, 2.92298, 1.92850], [3.93727, 1.73802, -0.48526], [4.37223, 0.77284, 0.95075], [-6.00203, 11.10247, -2.07790], [-6.72394, 10.95706, -0.74448], [-6.23414, 9.73765, -0.18785], [-4.69127, 9.52481, -0.65484], [-3.83321, 9.98744, 0.40315], [-4.57239, 8.21965, -1.24461], [-4.67386, 10.63407, -1.84312], [-6.45668, 10.46730, -2.84405], [-5.98543, 12.13675, -2.42751], [-7.80842, 10.91985, -0.86020], [-6.45901, 11.77039, -0.06166], [1.89174, 5.10674, -3.60589], [3.06366, 5.85319, -2.98122], [4.19678, 5.01410, -3.19818], [3.99923, 4.20914, -4.59860], [4.71559, 4.91269, -5.62675], [4.17417, 2.80582, -4.34412], [2.41157, 4.50689, -4.79174], [1.53704, 4.30792, -2.94728], [1.06078, 5.77244, -3.84854], [2.91895, 6.03770, -1.91530], [3.24403, 6.80358, -3.49337], [0.31373, -7.46986, -5.93738], [-0.95023, -6.75261, -5.48067], [-1.28165, -5.86620, -6.54850], [-0.82208, -6.53932, -7.95711], [-1.96852, -7.17604, -8.54623], [-0.00254, -5.59560, -8.66499], [0.13740, -7.69641, -7.33561], [1.19652, -6.83724, -5.80343], [0.46311, -8.41622, -5.41364], [-0.80196, -6.19909, -4.55246], [-1.77960, -7.45599, -5.35593], [-3.22449, -4.27236, 3.91919], [-2.77433, -3.12093, 4.80892], [-3.46153, -1.97386, 4.30865], [-4.90596, -2.43740, 3.72097], [-5.89922, -2.20294, 4.73199], [-5.02829, -1.94371, 2.37493], [-4.60849, -4.03471, 3.66210], [-2.69372, -4.26239, 2.96211], [-3.08704, -5.24311, 4.39973], [-1.69427, -2.96763, 4.77684], [-3.08837, -3.27753, 5.84540], [-0.65428, -0.67406, 7.82654], [-0.32210, -0.91255, 9.29416], [-0.59010, -2.29628, 9.51595], [-0.27955, -3.12201, 8.14942], [1.04002, -3.68221, 8.25253], [-1.43822, -3.90525, 7.81827], [-0.21163, -1.84605, 7.14199], [-1.73414, -0.57948, 7.67680], [-0.15419, 0.21148, 7.42892], [-0.92128, -0.29197, 9.96260], [0.74033, -0.73848, 9.49151], [6.55421, -10.06002, 0.60878], [7.01373, -8.91332, 1.50005], [6.32550, -7.76316, 1.00980], [4.87628, -8.22059, 0.43119], [3.89030, -7.98767, 1.45157], [4.74458, -7.72045, -0.91137], [5.16872, -9.81783, 0.36321], [7.07769, -10.04721, -0.35194], [6.69278, -11.03317, 1.08416], [8.09378, -8.76238, 1.46044], [6.70700, -9.07332, 2.53842]],
  "lowdin_charge": [-0.321, 0.916, -0.372, -0.226, -0.287, -0.051, -0.011, -0.174, 0.092, 0.076, -0.185, 0.085, 0.056, 0.089, -0.040, -0.168, -0.029, 0.171, 0.184, 0.164, 0.212, 0.178, 0.158, 0.128, 0.136, 0.135, -0.180, -0.160, -0.171, 0.719, -0.229, -0.308, -0.182, 0.050, 0.148, 0.125, 0.134, -0.192, -0.156, -0.197, 0.660, -0.266, -0.225, -0.175, 0.085, 0.133, 0.145, 0.118, -0.171, -0.196, -0.187, 0.666, -0.230, -0.220, -0.189, 0.132, 0.135, 0.126, 0.122, -0.163, -0.165, -0.179, 0.675, -0.218, -0.219, -0.181, 0.136, 0.141, 0.141, 0.136, -0.177, -0.170, -0.194, 0.662, -0.219, -0.239, -0.194, 0.121, 0.138, 0.133, 0.136, -0.173, -0.181, -0.199, 0.662, -0.228, -0.231, -0.189, 0.133, 0.139, 0.106, 0.138, -0.159, -0.175, -0.196, 0.681, -0.206, -0.268, -0.180, 0.128, 0.145, 0.134, 0.126, -0.172, -0.168, -0.184, 0.662, -0.220, -0.238, -0.210, 0.133, 0.137, 0.140, 0.136, -0.163, -0.165, -0.183, 0.688, -0.211, -0.249, -0.178, 0.136, 0.142, 0.141, 0.137],
  "total_charge": 1,
  "gap_ev": 7.58,
  "e_tot_ev": -231035.384,
  "multiplicity": 1,
  "e_lumo_ev": -3.4,
  "e_homo_ev": -10.94
}